120
Properties=species:S:1:pos:R:3 method="wB97M-V/def2-TZVPD" homo_lumo_gap_ha=0.159 relative_energy_kcal_mol=5.1 e_homo_ev=-0.80 charge=-2 e_tot_ha=-3172.45022
Rb 0.09933 -0.08283 0.45333
C -3.00225 3.28939 4.85205
C -2.13818 3.28336 3.76943
C -1.69838 2.07950 3.23576
C -2.12607 0.88260 3.79198
C -2.99263 0.88381 4.88420
C -3.42763 2.08644 5.40937
N -1.65950 -0.30619 3.15188
N -1.98871 -1.36917 3.70878
C -1.57132 -2.54185 3.00931
C -1.42961 -3.69909 3.76253
C -1.02888 -4.84800 3.10995
C -0.80772 -4.79559 1.74471
C -1.00366 -3.59167 1.08442
N -1.39846 -2.48171 1.69935
H -3.33787 4.23073 5.27044
H -1.77996 4.21078 3.34379
H -1.02578 2.08101 2.38816
H -3.31332 -0.06223 5.29899
H -4.10118 2.09216 6.25896
H -1.60314 -3.66231 4.82930
H -0.87250 -5.76799 3.66014
H -0.46345 -5.66150 1.19510
H -0.82909 -3.49385 0.02063
O -2.83700 1.48544 -3.49990
C -2.05551 2.14051 -2.78620
C -1.33438 3.29611 -3.31543
C -2.06204 4.49589 -3.47620
C -1.44950 5.67142 -3.84164
C -0.07389 5.70586 -4.08100
C 0.65657 4.54271 -3.92186
C 0.06664 3.34673 -3.50490
P 1.00975 1.81428 -3.20158
C 1.12335 1.15005 -4.91927
C 0.06960 0.33925 -5.33448
C 0.02399 -0.16382 -6.62736
C 1.03541 0.13374 -7.52874
C 2.08549 0.95122 -7.12997
C 2.12462 1.45912 -5.83990
C 2.73619 2.32044 -2.85718
C 3.02571 3.48103 -2.14147
C 4.32430 3.77849 -1.75211
C 5.36329 2.91655 -2.06565
C 5.08557 1.74152 -2.75244
C 3.78763 1.44145 -3.13450
H -3.13123 4.47073 -3.29577
H -2.04593 6.56953 -3.96594
H 0.41472 6.62425 -4.38221
H 1.72153 4.55741 -4.12166
H -0.73129 0.12029 -4.63923
H -0.80673 -0.79081 -6.93004
H 1.00593 -0.26504 -8.53590
H 2.87650 1.19881 -7.82845
H 2.94221 2.10501 -5.54495
H 2.22376 4.15047 -1.85867
H 4.51007 4.67895 -1.18024
H 6.37578 3.14257 -1.75428
H 5.88087 1.03973 -2.97487
H 3.58741 0.49898 -3.63016
C 4.32849 -1.89724 -1.08835
C 2.97371 -2.16853 -0.48740
N 1.89620 -1.90946 -1.14470
O 2.20232 -1.34088 -2.41961
C 2.89417 -2.74147 0.85337
C 4.02188 -3.57642 1.39502
N 1.79366 -2.53923 1.54519
O 1.69344 -3.08254 2.70655
H 4.36239 -0.86471 -1.43679
H 4.50671 -2.53355 -1.95812
H 5.11622 -2.05749 -0.35666
H 1.35917 -0.95938 -2.67735
H 4.47402 -4.20808 0.62408
H 3.60614 -4.20164 2.18541
H 4.82158 -2.97652 1.84615
N -2.98223 -1.32824 -3.12607
C -1.99423 -2.03088 -3.77511
C -1.04460 -2.29190 -2.83449
N -1.41661 -1.74675 -1.62693
C -2.56211 -1.16231 -1.84051
C -3.36037 -0.44385 -0.86017
N -2.92720 0.29635 0.12384
C -4.04777 0.69638 0.80490
C -5.17124 0.20328 0.21121
N -4.72187 -0.51945 -0.86616
H -3.56149 -0.62879 -3.57112
H -2.03899 -2.23832 -4.82975
H -0.11511 -2.82821 -2.93652
H -3.97955 1.33824 1.66761
H -6.21659 0.30623 0.44140
H -5.26316 -1.11400 -1.46596
C -0.09373 4.09914 0.22014
C 0.72192 4.90165 1.23754
C 2.08863 5.28224 0.65124
C 0.93639 4.25191 2.59530
C 0.73761 5.02884 3.72760
C 1.02571 4.57090 5.00732
C 1.58365 3.29965 5.12384
C 1.81620 2.48242 4.03056
C 2.46310 1.12801 4.25430
C 3.71386 0.91798 3.39588
C 1.47677 -0.02267 4.05987
C 1.43976 2.90811 2.70700
O 1.54399 2.14347 1.68599
H -0.25484 4.68935 -0.68963
H -1.07767 3.82519 0.61124
H 0.42242 3.18003 -0.04762
H 0.17511 5.83540 1.42602
H 2.69722 4.38049 0.55385
H 2.60893 5.97617 1.31578
H 1.98612 5.75198 -0.33363
H 0.34274 6.03539 3.59494
H 0.84685 5.18870 5.87957
H 1.85606 2.92521 6.10862
H 2.78336 1.11412 5.30489
H 3.44727 0.93588 2.33978
H 4.17287 -0.04767 3.62640
H 4.44764 1.70819 3.57891
H 1.15508 -0.05639 3.02080
H 0.59858 0.11009 4.69578
H 1.92564 -0.99627 4.26894